Density functional theory data (wB97M-V/def2-TZVPD) for an isolated molecule of C3H5FOS.

Properties
ΔE to the lowest compared entry with this formula, charge and spin ... 223.74 kJ/mol
HOMO-LUMO gap ... 0.375 Ha

Geometry as ORCA input:
```
! wB97M-V def2-TZVPD RIJCOSX def2/J DEFGRID3
* xyz 0 1
C -1.929 0.112 -0.532
C -0.937 0.855 -0.140
C 1.523 0.047 0.305
O 0.437 0.044 -2.201
F -1.230 1.894 0.625
S 0.636 0.953 -1.093
H -1.689 -0.672 -1.121
H -2.864 0.174 -0.080
H 2.549 0.396 0.320
H 1.370 -1.072 0.164
H 0.773 0.275 1.134
*
```

natural (NBO) population analysis, charges in e, atoms 1 to 5: atom 1 (C): -0.45, atom 2 (C): 0.15, atom 3 (C): -0.82, atom 4 (O): -0.96, atom 5 (F): -0.33



Density functional theory data (wB97M-V/def2-TZVPD) for an isolated molecule of C3H5FS.

Properties
ΔE to the lowest compared entry with this formula, charge and spin ... 76.55 kJ/mol
HOMO-LUMO gap ... 0.360 Ha
SMILES ... FC[C@@H]1CS1

Geometry as ORCA input:
```
! wB97M-V def2-TZVPD RIJCOSX def2/J DEFGRID3
* xyz 0 1
C -0.591 0.332 1.078
C -0.220 0.274 -0.368
C 0.659 -0.621 -1.030
H -0.574 1.363 1.404
H -1.625 -0.050 1.216
H -1.004 0.428 -1.101
H 1.186 -1.376 -0.477
H 0.509 -0.866 -2.091
F 0.256 -0.444 1.947
S 1.405 0.960 -0.578
*
```

natural (NBO) population analysis, charges in e, atoms 1 to 5: atom 1 (C): 0.06, atom 2 (C): -0.38, atom 3 (C): -0.46, atom 4 (H): 0.18, atom 5 (H): 0.17



Density functional theory data (wB97M-V/def2-TZVPD) for a structure of composition C3H5FS.

Properties
ΔE to the lowest compared entry with this formula, charge and spin ... 204.99 kJ/mol
HOMO-LUMO gap ... 0.337 Ha

Geometry as ORCA input:
```
! wB97M-V def2-TZVPD RIJCOSX def2/J DEFGRID3
* xyz 0 1
C 0.627 2.143 0.317
C -0.158 1.137 0.099
C -0.169 -1.945 -0.251
F -1.316 0.990 -0.527
S 0.243 -0.872 1.099
H 1.501 1.987 0.842
H 0.479 3.110 -0.028
H 0.344 -1.968 -1.210
H -1.260 -1.671 -0.527
H -0.290 -2.911 0.186
*
```

natural (NBO) population analysis, charges in e, atoms 1 to 5: atom 1 (C): -0.56, atom 2 (C): 0.45, atom 3 (C): -0.79, atom 4 (F): -0.32, atom 5 (S): 0.08



Density functional theory data (wB97M-V/def2-TZVPD) for a cluster of 2 separate species, C3H5FS2 in total.

Properties
ΔE to the lowest compared entry with this formula, charge and spin ... 366.27 kJ/mol
HOMO-LUMO gap ... 0.299 Ha

Geometry as ORCA input:
```
! wB97M-V def2-TZVPD RIJCOSX def2/J DEFGRID3
* xyz 0 1
C 0.395 0.899 0.706
C -0.746 0.104 0.041
C -0.655 -1.297 -0.235
H 2.840 -0.816 1.159
H 0.148 1.927 0.467
H 0.532 0.942 1.966
H -1.481 -2.168 0.058
H -0.438 -1.406 -1.344
F 0.527 -1.846 0.422
S 2.073 0.327 -0.157
S -2.092 0.917 -0.417
*
```

natural (NBO) population analysis, charges in e, atoms 1 to 5: atom 1 (C): -0.56, atom 2 (C): -0.14, atom 3 (C): -0.07, atom 4 (H): 0.17, atom 5 (H): 0.25



Density functional theory data (wB97M-V/def2-TZVPD) for an isolated molecule of C3H5FS2.

Properties
ΔE to the lowest compared entry with this formula, charge and spin ... 147.72 kJ/mol
HOMO-LUMO gap ... 0.309 Ha
SMILES ... FCCC(=S)S

Geometry as ORCA input:
```
! wB97M-V def2-TZVPD RIJCOSX def2/J DEFGRID3
* xyz 0 1
C -1.002 0.160 -0.033
C 0.288 -0.175 0.729
C 1.217 -0.657 -0.300
H -2.142 1.539 -1.160
H 0.660 0.744 1.239
H -0.115 -0.643 1.635
H 2.003 -1.290 0.192
H 0.551 -1.143 -1.053
F 1.896 0.493 -0.710
S -1.234 2.032 -0.166
S -2.121 -1.059 -0.373
*
```

natural (NBO) population analysis, charges in e, atoms 1 to 5: atom 1 (C): -0.18, atom 2 (C): -0.57, atom 3 (C): 0.04, atom 4 (H): 0.19, atom 5 (H): 0.23



Density functional theory data (wB97M-V/def2-TZVPD) for a structure of composition C3H5FeO3.

Properties
ΔE to the lowest compared entry with this formula, charge and spin ... 45.57 kJ/mol
HOMO-LUMO gap (spin up / spin down) ... 0.313 / 0.283 Ha
<S²> ... 12.01

Geometry as ORCA input:
```
! wB97M-V def2-TZVPD RIJCOSX def2/J DEFGRID3
* xyz 1 7
H 0.764 -0.813 -1.635
C 0.997 -0.368 -0.654
C 0.354 -1.121 0.492
O -1.075 -0.825 0.348
C -1.272 0.424 -0.048
O -1.888 0.880 -1.014
Fe 0.953 2.028 -0.647
O -0.659 1.390 0.736
H 2.079 -0.581 -0.584
H 0.681 -0.770 1.481
H 0.393 -2.216 0.407
H -1.327 1.972 1.119
*
```

natural (NBO) population analysis, charges in e, atoms 1 to 5: atom 1 (H): 0.25, atom 2 (C): -0.58, atom 3 (C): -0.14, atom 4 (O): -0.47, atom 5 (C): 0.95



Density functional theory data (wB97M-V/def2-TZVPD) for a structure of composition C3H5HgO3.

Properties
ΔE to the lowest compared entry with this formula, charge and spin ... 452.68 kJ/mol
HOMO-LUMO gap (spin up / spin down) ... 0.286 / 0.205 Ha
<S²> ... 0.76

Geometry as ORCA input:
```
! wB97M-V def2-TZVPD RIJCOSX def2/J DEFGRID3
* xyz 0 2
H 0.567 -0.616 -1.548
C 0.781 -1.136 -0.598
C -0.360 -1.362 0.345
O -1.185 -0.142 0.403
C -0.611 1.008 0.362
O -1.572 1.923 0.405
Hg 2.067 1.516 0.065
O 1.667 -0.340 0.262
H 1.279 -2.103 -0.772
H 1.126 -0.745 1.203
H -1.038 -2.109 -0.090
H -1.166 2.793 0.479
*
```

natural (NBO) population analysis, charges in e, atoms 1 to 5: atom 1 (H): 0.18, atom 2 (C): -0.17, atom 3 (C): -0.28, atom 4 (O): -0.49, atom 5 (C): 0.32



Density functional theory data (wB97M-V/def2-TZVPD) for a cluster of 2 separate species, C3H5I in total.

Properties
ΔE to the lowest compared entry with this formula, charge and spin ... 190.33 kJ/mol
HOMO-LUMO gap ... 0.383 Ha
SMILES ... C#CC.I

Geometry as ORCA input:
```
! wB97M-V def2-TZVPD RIJCOSX def2/J DEFGRID3
* xyz 0 1
C -0.346 1.704 0.141
C -0.369 0.577 0.598
C -0.437 -0.866 0.870
I 1.250 -0.674 -2.907
H 1.215 -0.081 -1.332
H -0.140 2.678 -0.237
H -0.407 -1.484 -0.069
H 0.592 -0.926 1.495
H -1.357 -0.928 1.442
*
```

natural (NBO) population analysis, charges in e, atoms 1 to 5: atom 1 (C): -0.27, atom 2 (C): -0.01, atom 3 (C): -0.70, atom 4 (I): -0.12, atom 5 (H): 0.12



Density functional theory data (wB97M-V/def2-TZVPD) for a cluster of 2 separate species, C3H5I3Si in total.

Properties
ΔE to the lowest compared entry with this formula, charge and spin ... 201.81 kJ/mol
HOMO-LUMO gap ... 0.337 Ha
SMILES ... I[SiH](I)I.C#CC

Geometry as ORCA input:
```
! wB97M-V def2-TZVPD RIJCOSX def2/J DEFGRID3
* xyz 0 1
C -0.681 -0.448 0.065
C -0.833 -1.131 1.046
C -0.495 0.418 -1.065
Si 4.134 0.076 0.184
I 3.345 0.117 -2.109
I 5.142 2.259 0.630
I 5.611 -1.844 0.305
H 2.944 -0.375 0.975
H -0.979 -1.881 1.876
H -1.366 0.718 -1.570
H 0.193 0.080 -1.734
H 0.101 1.282 -0.844
*
```

natural (NBO) population analysis, charges in e, atoms 1 to 5: atom 1 (C): -0.01, atom 2 (C): -0.26, atom 3 (C): -0.70, atom 4 (Si): 0.55, atom 5 (I): -0.17



Density functional theory data (wB97M-V/def2-TZVPD) for a cluster of 2 separate species, C3H5IN in total.

Properties
ΔE to the lowest compared entry with this formula, charge and spin ... 9.67 kJ/mol
HOMO-LUMO gap ... 0.292 Ha

Geometry as ORCA input:
```
! wB97M-V def2-TZVPD RIJCOSX def2/J DEFGRID3
* xyz 1 1
C -1.818 -1.703 1.616
C -1.050 -0.917 1.112
C -0.242 -0.342 0.148
N -0.449 0.807 -0.350
I 2.547 1.705 -2.275
H -2.458 -2.124 2.268
H 0.788 -0.902 0.093
H -1.359 1.237 -0.166
H 3.789 1.086 -1.385
H 0.252 1.154 -1.060
*
```

natural (NBO) population analysis, charges in e, atoms 1 to 5: atom 1 (C): 0.09, atom 2 (C): -0.19, atom 3 (C): 0.22, atom 4 (N): -0.60, atom 5 (I): -0.09